Density functional theory data (the ωB97M-V functional and the def2-TZVPD basis) for 4 unconnected molecules or ions with the total composition C24H44N3O10P in a non-equilibrium geometry.

## Properties
* multiplicity: 1
* highest occupied orbital energy: -7.8 eV
* electronic energy: -2198.8120 Eh
* HOMO-LUMO gap: 8.2 eV

```
82
C24H44N3O10P | the Open Molecules 2025 dataset | the ωB97M-V functional and the def2-TZVPD basis
C -3.0318 -5.0563 -2.4984
C -3.9542 -3.9695 -1.7341
C -3.2527 -3.4113 -0.4118
N -2.9477 -1.9562 -0.4309
C -1.5025 -1.6560 -0.3185
C -0.5671 -2.3975 -1.3830
C -0.9685 -1.8918 -2.8690
N -1.4050 -0.2005 -0.7426
C -0.1336 0.2652 -0.1259
O 0.3660 1.3302 -0.5029
C 0.3327 -0.7607 1.0184
P 1.2406 -0.0852 2.5390
C 2.3690 1.3276 1.9136
C 2.3292 -1.4449 3.3303
C 3.9029 -1.1440 3.1836
C -1.0472 -1.5322 1.2042
C -1.1515 -2.7810 2.1830
C -2.3883 -2.4718 3.1848
C -3.1050 -3.7886 3.7379
N -2.2303 -4.9825 3.8793
H -2.2190 -5.4510 -1.8058
H -2.6310 -4.5703 -3.4371
H -3.6312 -5.9747 -2.8153
H -4.3127 -3.1394 -2.4119
H -4.8867 -4.5462 -1.4072
H -3.9952 -3.5698 0.4498
H -2.3658 -4.0739 -0.1718
H -3.3646 -1.4746 -1.2295
H 0.5371 -2.1802 -1.2807
H -0.6961 -3.5276 -1.4108
H -0.5340 -2.6746 -3.5839
H -0.4507 -0.9130 -3.1340
H -2.0887 -1.7941 -2.9804
H -2.2447 0.2410 -0.3277
H 1.0453 -1.5969 0.6794
H 1.7117 2.2628 1.9022
H 2.6222 1.1363 0.8157
H 3.2779 1.4837 2.5629
H 2.1060 -2.4816 2.9336
H 2.1266 -1.4512 4.4553
H 4.1961 -0.3187 3.9173
H 4.2199 -0.8987 2.1255
H 4.5174 -2.0548 3.5079
H -1.7283 -0.7057 1.6010
H -1.2974 -3.7774 1.6644
H -0.2436 -2.8738 2.8644
H -3.1894 -1.8865 2.6119
H -1.9940 -1.7759 3.9866
H -3.9582 -4.0517 3.0268
H -3.6178 -3.5468 4.7338
H -2.2477 -5.4404 2.9585
H -1.2759 -4.7448 4.1575
O 2.9945 6.9946 1.1437
C 2.6540 6.1218 0.4007
O 2.2447 4.8886 0.8013
C 1.7155 4.2273 -0.3447
C 2.3937 4.9326 -1.4798
O 2.6287 6.2351 -0.9538
H 1.9430 3.1623 -0.3190
H 0.6299 4.3574 -0.3588
H 3.3525 4.4790 -1.7404
H 1.7701 4.9803 -2.3730
O 5.9151 3.0817 -2.9240
C 6.4144 3.8568 -2.1664
O 5.7155 4.7113 -1.3716
C 6.6430 5.2958 -0.4638
C 7.9501 5.1615 -1.1876
O 7.7543 4.0005 -1.9867
H 6.3834 6.3347 -0.2584
H 6.6225 4.7331 0.4735
H 8.1549 6.0120 -1.8439
H 8.7920 5.0282 -0.5078
O -4.2626 -0.8622 -3.4834
C -4.5427 0.1641 -2.9404
O -3.9184 0.6388 -1.8288
C -4.3766 1.9722 -1.6287
C -5.7009 1.9812 -2.3327
O -5.5259 1.0049 -3.3525
H -4.4673 2.1965 -0.5654
H -3.6579 2.6633 -2.0773
H -6.5233 1.6698 -1.6826
H -5.9387 2.9543 -2.7627
```

Results of the Mulliken charge analysis, in e, for atoms 1 through 4:
1. C -0.9800
2. C -0.2099
3. C -0.0645
4. N 0.0431